No. 1
{"formula": "C11H23NOS", "method": "wB97M-V/def2-TZVPD", "symbols": ["C", "C", "C", "C", "C", "C", "C", "C", "S", "N", "O", "C", "C", "H", "H", "H", "H", "H", "H", "H", "H", "H", "H", "H", "H", "H", "H", "H", "H", "H", "H", "H", "C", "H", "H", "H", "H"], "xyz": [[3.284, 0.166, -1.171], [2.450, 0.384, 0.108], [3.186, -0.626, 1.129], [2.520, 1.783, 0.544], [0.945, 0.029, 0.006], [0.168, 0.325, 1.281], [-1.269, -0.214, 1.359], [-1.970, 0.116, 0.065], [-3.050, 1.424, 0.362], [-3.877, 1.902, -0.892], [-3.821, 1.465, 1.576], [-1.149, 0.351, -1.206], [0.234, 0.897, -1.071], [2.865, -0.674, -1.858], [4.232, -0.169, -0.881], [3.300, 1.038, -1.783], [2.592, -0.950, 1.993], [3.599, -1.462, 0.586], [4.113, -0.148, 1.408], [1.996, 1.845, 1.472], [1.959, 2.378, -0.176], [3.595, 2.097, 0.471], [0.778, -1.053, -0.149], [0.153, 1.366, 1.313], [0.653, 0.058, 2.232], [-1.172, -1.281, 1.399], [-1.871, 0.202, 2.173], [-4.506, 2.643, -0.739], [-1.824, 1.181, -1.607], [-1.196, -0.582, -1.696], [0.654, 0.983, -2.049], [0.361, 1.825, -0.623], [-3.533, -3.500, -0.724], [-2.595, -3.763, -1.211], [-3.659, -2.373, -0.686], [-4.353, -3.878, -1.289], [-3.793, -3.788, 0.332]], "max_force_ev_per_a": 4.280, "homo_lumo_gap_ev": [7.7, 7.7], "total_energy_ev": -26148.0886, "homo_ev": [-8.58, -8.58], "e_above_lowest_kj_mol": 477.1, "total_charge": 0, "smiles": "CC(C)(C)C1CCC(=S(=N)=O)CC1.C"}

No. 2
{"formula": "C21H21FeNO2", "method": "wB97M-V/def2-TZVPD", "symbols": ["C", "C", "N", "C", "C", "O", "O", "H", "H", "H", "H", "H", "H", "C", "C", "C", "C", "C", "Fe", "C", "C", "C", "C", "C", "C", "C", "C", "C", "C", "C", "C", "H", "H", "H", "H", "H", "H", "H", "H", "H", "H", "H", "H", "H", "H", "H"], "xyz": [[1.484, -1.545, 2.873], [0.947, -0.147, 2.726], [-0.108, -0.016, 1.763], [-1.385, 0.290, 2.315], [-2.004, -0.891, 3.002], [-1.934, 1.373, 2.212], [1.438, 0.796, 3.333], [0.692, -2.292, 2.756], [2.255, -1.721, 2.104], [1.952, -1.644, 3.857], [-1.301, -1.728, 3.089], [-2.358, -0.583, 3.991], [-2.874, -1.210, 2.407], [0.659, -2.818, -3.148], [1.028, -1.460, -3.514], [1.685, -0.850, -2.370], [1.727, -1.836, -1.301], [1.089, -3.048, -1.781], [-0.117, -1.495, -1.914], [-2.004, -1.981, -1.497], [-1.945, -0.896, -2.449], [-1.152, 0.174, -1.871], [-0.722, -0.245, -0.536], [0.185, 0.472, 0.456], [0.157, 1.990, 0.414], [1.182, 2.685, 1.055], [1.350, 4.057, 0.861], [0.484, 4.751, 0.009], [-0.608, 4.079, -0.554], [-0.807, 2.720, -0.287], [-1.271, -1.577, -0.313], [0.210, -3.555, -3.805], [0.910, -1.005, -4.492], [2.164, 0.126, -2.351], [2.264, -1.735, -0.365], [1.038, -3.986, -1.239], [-2.557, -2.911, -1.615], [-2.467, -0.857, -3.406], [-0.991, 1.155, -2.315], [1.223, 0.153, 0.268], [1.848, 2.153, 1.728], [2.175, 4.566, 1.358], [0.659, 5.806, -0.213], [-1.307, 4.595, -1.216], [-1.715, 2.232, -0.635], [-1.178, -2.143, 0.609]], "max_force_ev_per_a": 3.617, "homo_lumo_gap_ev": [3.1, 5.6], "total_energy_ev": -62082.9412, "homo_ev": [2.32, -0.37], "multiplicity": 5, "e_above_lowest_kj_mol": 0.0, "total_charge": -2}

No. 3
{"formula": "CH4O4P2", "method": "wB97M-V/def2-TZVPD", "symbols": ["C", "O", "O", "O", "O", "P", "P", "H", "H", "H", "H"], "xyz": [[0.032, -0.101, -1.251], [-2.157, -1.147, 0.325], [2.672, 0.614, 0.501], [-1.309, 1.274, 0.745], [0.898, -0.908, 1.642], [-1.691, -0.017, -0.484], [1.879, -0.632, 0.277], [0.096, 0.944, -1.719], [-0.037, -0.975, -2.006], [-0.397, 1.647, 0.550], [0.014, -0.699, 1.418]], "max_force_ev_per_a": 4.445, "homo_lumo_gap_ev": 5.4, "total_energy_ev": -27869.2733, "homo_ev": 1.88, "e_above_lowest_kj_mol": 208.7, "total_charge": -2}

No. 4
{"formula": "CH5O2", "method": "wB97M-V/def2-TZVPD", "symbols": ["O", "H", "H", "H", "O", "C", "H", "H"], "xyz": [[1.036, -1.096, 0.703], [1.967, -1.120, 0.889], [0.080, -0.435, -0.120], [0.721, -1.635, 1.449], [-0.668, -0.045, -0.934], [-1.001, 1.144, -0.695], [-1.544, 1.559, -1.477], [-0.590, 1.628, 0.184]], "max_force_ev_per_a": 8.014, "homo_lumo_gap_ev": [5.4, 10.5], "total_energy_ev": -5210.0153, "homo_ev": [-5.37, -10.45], "multiplicity": 2, "e_above_lowest_kj_mol": 75.9, "total_charge": 0}

No. 5
{"formula": "C2H5N3", "method": "wB97M-V/def2-TZVPD", "symbols": ["C", "C", "H", "H", "H", "H", "H", "N", "N", "N"], "xyz": [[0.695, 0.924, 1.460], [0.031, -0.461, -1.132], [0.905, 1.940, 0.780], [1.084, 0.932, 2.409], [-1.230, -1.274, 0.224], [1.054, -0.546, -0.639], [-1.406, -0.634, -2.168], [0.061, -0.262, 1.346], [-0.859, 0.078, 0.016], [-0.335, -0.697, -2.297]], "max_force_ev_per_a": 8.762, "homo_lumo_gap_ev": 10.7, "total_energy_ev": -6619.2373, "homo_ev": -10.34, "e_above_lowest_kj_mol": 550.0, "total_charge": 0}

No. 6
{"formula": "H18O9", "method": "wB97M-V/def2-TZVPD", "symbols": ["O", "H", "H", "O", "H", "H", "O", "H", "H", "O", "H", "H", "O", "H", "H", "O", "H", "H", "O", "H", "H", "O", "H", "H", "O", "H", "H"], "xyz": [[-0.224, -0.991, -0.314], [-0.136, -0.483, 0.503], [0.457, -1.630, -0.214], [0.508, 1.727, 0.467], [0.215, 1.065, -0.081], [-0.046, 2.488, 0.208], [2.805, 0.580, 0.817], [3.077, 1.159, 1.615], [2.346, 1.250, 0.314], [2.756, -2.189, -1.133], [2.149, -2.789, -1.578], [3.564, -2.151, -1.584], [-3.882, -2.941, -1.118], [-3.314, -2.496, -1.684], [-4.095, -2.444, -0.292], [2.143, -2.486, 0.516], [1.331, -2.387, 0.926], [2.362, -1.543, 0.433], [-1.891, -0.183, 2.577], [-2.561, 0.220, 1.976], [-1.149, 0.439, 2.510], [0.493, 3.628, -1.530], [0.411, 4.204, -0.769], [1.361, 3.173, -1.443], [-2.618, 1.875, -0.397], [-3.145, 1.649, 0.331], [-2.916, 1.256, -1.053]], "max_force_ev_per_a": 7.251, "homo_lumo_gap_ev": 8.9, "total_energy_ev": -18715.8791, "homo_ev": -9.00, "e_above_lowest_kj_mol": 603.7, "total_charge": 0, "smiles": "O.O.O.O.O.O.O.O.O"}